w) The following is a quantum chemistry calculation of one molecule with the formula C3HN3O, from the Open Molecules 2025 dataset.

The geometry in ORCA input format:
```
! wB97M-V def2-TZVPD RIJCOSX def2/J DEFGRID3
* xyz 0 1
C -2.292 -0.127 -0.124
C -1.132 0.171 0.035
C 0.338 0.042 -0.156
N 1.029 -1.103 -0.012
N 2.211 -0.817 -0.004
O 2.255 0.635 -0.047
N 1.027 1.218 0.002
H -3.436 -0.020 0.305
*
```

HOMO energy, eV: -10.577
Lowest unoccupied orbital energy, eV: -0.7
SMILES: C#Cc1nnon1
HOMO-LUMO gap, eV: 9.86

x) The following is a quantum chemistry calculation of C3HN3O as an isolated structure, from the Open Molecules 2025 dataset.

The geometry in ORCA input format:
```
! wB97M-V def2-TZVPD RIJCOSX def2/J DEFGRID3
* xyz 0 1
C -0.044 -0.155 1.710
C -0.072 0.120 0.278
C 0.752 0.497 -1.451
H 1.243 0.752 -2.249
N -0.077 -0.857 2.718
N 1.074 0.267 -0.271
N -1.055 -0.096 -0.536
O -0.582 0.160 -1.794
*
```

HOMO energy, eV: -11.202
Lowest unoccupied orbital energy, eV: -0.3
HOMO-LUMO gap, eV: 10.88

It is x) that is most stable; the runner-up trails by 0.0964 hartree.

w) The following is a quantum chemistry calculation of one molecule with the formula C6H5NO, from the Open Molecules 2025 dataset.

The geometry in ORCA input format:
```
! wB97M-V def2-TZVPD RIJCOSX def2/J DEFGRID3
* xyz 0 1
C 0.539 0.114 2.480
C 0.849 0.057 1.121
C 1.951 0.755 0.532
O 1.780 1.476 -0.607
C -0.416 -0.214 0.220
C -0.590 -0.291 -1.148
C -1.812 -0.940 -1.421
N -2.795 -1.433 -1.725
H -0.603 0.145 3.144
H 1.140 0.663 3.089
H 2.907 1.008 1.211
H -1.605 -0.312 0.765
H 0.367 -0.159 -1.989
*
```

HOMO energy, eV: -9.771
Lowest unoccupied orbital energy, eV: -1.4
SMILES: C=C(C=O)/C=C/C#N
HOMO-LUMO gap, eV: 8.38

x) The following is a quantum chemistry calculation of one molecule with the formula C6H5NO, from the Open Molecules 2025 dataset.

The geometry in ORCA input format:
```
! wB97M-V def2-TZVPD RIJCOSX def2/J DEFGRID3
* xyz 0 1
C -1.041 1.491 -0.258
C -0.795 0.137 0.245
C -2.066 -0.685 0.032
O -2.176 -1.844 -0.298
C 0.464 -0.796 0.282
C 1.709 -0.030 0.029
C 3.156 -0.371 -0.185
N 4.306 -0.783 -0.110
H -2.182 1.642 -0.418
H -0.380 2.239 -0.204
H -3.011 -0.036 0.517
H 0.425 -2.056 0.124
H 1.590 1.092 0.244
*
```

HOMO energy, eV: -9.590
Lowest unoccupied orbital energy, eV: -1.5
SMILES: C=C(C=O)/C=C/C#N
HOMO-LUMO gap, eV: 8.14

It is x) that is most stable; the runner-up trails by 0.0217 hartree.

w) The following is a quantum chemistry calculation of one molecule with the formula C6H5NO, from the Open Molecules 2025 dataset.

The geometry in ORCA input format:
```
! wB97M-V def2-TZVPD RIJCOSX def2/J DEFGRID3
* xyz 0 1
C 0.129 0.429 1.398
C 1.238 1.065 0.971
C -1.846 -0.476 -0.211
C -0.631 -0.768 -0.608
C -0.794 0.453 0.274
C 0.996 1.549 -0.395
N 0.418 -1.379 -1.156
O -0.256 1.401 -0.655
H -0.062 -0.097 2.314
H 2.168 1.185 1.490
H -2.891 -0.627 -0.268
H 1.262 -0.807 -1.166
H 0.269 -1.929 -1.989
*
```

HOMO energy, eV: -7.966
Lowest unoccupied orbital energy, eV: 0.3
HOMO-LUMO gap, eV: 8.30

x) The following is a quantum chemistry calculation of one molecule with the formula C6H5NO, from the Open Molecules 2025 dataset.

The geometry in ORCA input format:
```
! wB97M-V def2-TZVPD RIJCOSX def2/J DEFGRID3
* xyz 0 1
C 1.720 0.563 1.049
C 1.511 -0.061 -0.095
C 0.084 -0.291 -0.780
C -1.450 -0.088 -0.316
C -1.816 1.031 0.227
O -1.954 2.085 0.705
C -2.083 -1.363 -0.199
N -2.469 -2.425 -0.042
H 0.994 1.195 1.567
H 2.667 0.918 1.477
H 2.252 -0.538 -0.745
H 0.311 0.284 -1.646
H 0.233 -1.309 -1.202
*
```

HOMO energy, eV: -9.788
Lowest unoccupied orbital energy, eV: -0.1
SMILES: C=CCC(=C=O)C#N
HOMO-LUMO gap, eV: 9.65

y) The following is a quantum chemistry calculation of one molecule with the formula C6H5NO, from the Open Molecules 2025 dataset.

The geometry in ORCA input format:
```
! wB97M-V def2-TZVPD RIJCOSX def2/J DEFGRID3
* xyz 0 1
N 1.566 1.153 -3.303
C 1.095 1.436 -2.287
C 0.266 1.645 -1.264
C 0.109 0.429 -0.376
C -0.842 -0.115 0.860
C -0.245 -1.653 0.884
O -0.438 -2.643 1.527
C 0.715 -1.047 -0.297
H -0.338 2.416 -0.978
H -0.748 0.329 1.955
H -1.912 0.037 0.729
H 0.699 -1.578 -1.250
H 1.918 -1.097 -0.114
*
```

HOMO energy (spin up / spin down), eV: -9.662 / -9.662
Lowest unoccupied orbital energy (spin up / spin down), eV: -0.5 / -0.5
SMILES: N#CC=C1CC(=O)C1
HOMO-LUMO gap (spin up / spin down), eV: 9.18 / 9.18

It is x) that is most stable; the runner-up trails by 0.0532 hartree.

w) The following is a quantum chemistry calculation of one molecule with the formula C6H5NO, from the Open Molecules 2025 dataset.

The geometry in ORCA input format:
```
! wB97M-V def2-TZVPD RIJCOSX def2/J DEFGRID3
* xyz 0 1
O -0.251 2.929 0.717
C -0.015 1.734 0.414
C -1.011 1.044 -0.550
C -1.230 -0.283 -0.985
C -0.170 -1.272 -0.710
C 1.138 -1.193 -0.111
C 1.327 -0.161 1.077
N 0.757 0.950 1.169
H -1.973 1.614 -0.586
H -2.111 -0.730 -1.457
H -0.120 -2.189 -1.148
H 1.927 -1.920 -0.012
H 1.733 -0.524 2.183
*
```

HOMO energy, eV: -9.311
Lowest unoccupied orbital energy, eV: -0.9
SMILES: O=c1cccccn1
HOMO-LUMO gap, eV: 8.46

x) The following is a quantum chemistry calculation of one molecule with the formula C6H5NO, from the Open Molecules 2025 dataset.

The geometry in ORCA input format:
```
! wB97M-V def2-TZVPD RIJCOSX def2/J DEFGRID3
* xyz 0 1
C -0.799 1.756 1.635
C -0.381 0.772 0.646
C -1.044 0.228 -0.457
C -0.012 -0.395 -1.274
C 0.546 -1.336 -0.175
C 0.910 0.133 0.299
H -2.157 0.134 -0.777
H -0.003 -0.653 -2.350
H 1.431 -1.902 -0.496
H -0.019 -1.974 0.442
H 1.739 0.294 1.098
N -1.279 2.409 2.481
O 1.068 0.535 -1.072
*
```

HOMO energy, eV: -9.534
Lowest unoccupied orbital energy, eV: -0.1
HOMO-LUMO gap, eV: 9.42

It is w) that is most stable; the runner-up trails by 0.0082 hartree.

w) The following is a quantum chemistry calculation of a 5-piece molecular cluster, C2H16N2O4 overall, from the Open Molecules 2025 dataset.

The geometry in ORCA input format:
```
! wB97M-V def2-TZVPD RIJCOSX def2/J DEFGRID3
* xyz 0 1
N -0.928 1.393 0.847
C -1.946 1.247 -0.248
C -1.442 0.171 -1.233
N 0.022 0.041 -1.226
H -1.316 2.057 1.507
H -0.111 1.790 0.401
H -2.032 2.201 -0.765
H -2.894 1.046 0.247
H -1.951 -0.791 -1.116
H -1.729 0.467 -2.246
H 0.388 -0.086 -0.292
H 0.162 -0.847 -1.707
O 1.813 2.339 -1.795
H 1.378 2.401 -2.648
H 1.821 1.400 -1.579
O 2.178 -1.043 1.416
H 2.606 -1.332 2.222
H 1.204 -1.024 1.527
O 1.599 -2.930 -0.741
H 1.469 -3.708 -0.180
H 1.515 -2.283 -0.010
O -0.467 -1.146 2.381
H -1.029 -0.483 1.949
H -0.309 -0.881 3.290
*
```

HOMO energy, eV: -9.389
Lowest unoccupied orbital energy, eV: 0.5
SMILES: NCCN.O.O.O.O
HOMO-LUMO gap, eV: 9.87

x) The following is a quantum chemistry calculation of a 5-piece molecular cluster, C2H16N2O4 overall, from the Open Molecules 2025 dataset.

The geometry in ORCA input format:
```
! wB97M-V def2-TZVPD RIJCOSX def2/J DEFGRID3
* xyz 0 1
C -0.345 0.103 1.105
N 0.038 1.321 0.382
C -0.503 1.213 -1.016
N 0.468 0.626 -1.915
H 0.085 -0.019 2.105
H -1.419 -0.134 1.179
H -0.030 -0.761 0.491
H -0.365 2.093 0.902
H -0.571 2.268 -1.309
H -1.516 0.817 -0.995
H 1.125 1.344 -2.178
H 1.012 -0.149 -1.551
O 2.910 1.651 0.824
H 2.092 1.671 0.304
H 2.772 2.234 1.576
O 3.681 -1.106 2.089
H 3.177 -0.657 2.775
H 3.856 -0.367 1.485
O -3.974 -2.043 0.342
H -3.201 -2.106 -0.230
H -4.416 -2.894 0.338
O -1.717 -1.867 -1.888
H -0.980 -1.278 -2.081
H -2.179 -1.960 -2.734
*
```

HOMO energy, eV: -9.816
Lowest unoccupied orbital energy, eV: 0.6
SMILES: CNCN.O.O.O.O
HOMO-LUMO gap, eV: 10.38

It is w) that is most stable; the runner-up trails by 0.0068 hartree.

w) The following is a quantum chemistry calculation of CH3ClIN as an isolated structure, from the Open Molecules 2025 dataset.

The geometry in ORCA input format:
```
! wB97M-V def2-TZVPD RIJCOSX def2/J DEFGRID3
* xyz 0 1
C -1.440 -0.710 0.414
N 0.564 0.535 -0.680
Cl -1.184 -2.193 -0.310
I -3.278 0.257 0.090
H 0.841 1.550 -0.358
H 0.527 0.594 -1.794
H -0.189 -0.009 -0.200
*
```

HOMO energy, eV: -8.891
Lowest unoccupied orbital energy, eV: -1.5
HOMO-LUMO gap, eV: 7.39

x) The following is a quantum chemistry calculation of a 2-piece molecular cluster, CH3ClIN overall, from the Open Molecules 2025 dataset.

The geometry in ORCA input format:
```
! wB97M-V def2-TZVPD RIJCOSX def2/J DEFGRID3
* xyz 0 1
C -1.436 -0.159 0.147
N -0.492 0.552 -0.338
Cl -1.041 2.056 -1.005
H -2.458 0.087 0.181
H -1.149 -1.222 0.473
I 3.296 -1.022 -0.391
H 3.280 -0.292 0.934
*
```

HOMO energy, eV: -9.876
Lowest unoccupied orbital energy, eV: 0.8
SMILES: C=NCl.I
HOMO-LUMO gap, eV: 10.63

It is x) that is most stable; the runner-up trails by 0.0811 hartree.

w) The following is a quantum chemistry calculation of one molecule with the formula C3H3IN2O2, from the Open Molecules 2025 dataset.

The geometry in ORCA input format:
```
! wB97M-V def2-TZVPD RIJCOSX def2/J DEFGRID3
* xyz 0 1
C 1.155 0.030 -1.241
N 0.130 -0.204 -0.250
N -0.995 0.552 -0.392
C -1.584 0.469 0.757
I -3.210 1.422 1.474
O -0.942 -0.351 1.646
C 0.238 -0.698 1.011
O 1.137 -1.368 1.436
H 0.722 -0.153 -2.161
H 1.410 1.081 -1.150
H 1.940 -0.780 -1.130
*
```

HOMO energy, eV: -9.180
Lowest unoccupied orbital energy, eV: 0.2
SMILES: Cn1nc(I)oc1=O
HOMO-LUMO gap, eV: 9.40

x) The following is a quantum chemistry calculation of C3H3IN2O2 as an isolated structure, from the Open Molecules 2025 dataset.

The geometry in ORCA input format:
```
! wB97M-V def2-TZVPD RIJCOSX def2/J DEFGRID3
* xyz 0 1
C -0.746 1.820 -0.831
C 0.893 0.333 -0.542
C -0.034 -1.540 0.555
N -1.291 0.408 0.352
N -0.224 -0.239 0.150
O 1.988 -0.187 -0.594
O 0.462 1.516 -1.064
I -1.196 3.671 -0.064
H 0.703 -1.707 1.312
H -0.875 -2.031 0.977
H 0.320 -2.045 -0.251
*
```

HOMO energy (spin up / spin down), eV: -8.081 / -8.414
Lowest unoccupied orbital energy (spin up / spin down), eV: -1.0 / -0.4
HOMO-LUMO gap (spin up / spin down), eV: 7.10 / 7.99

It is w) that is most stable; the runner-up trails by 0.1510 hartree.

w) The following is a quantum chemistry calculation of a 2-piece molecular cluster, C2H10NOS overall, from the Open Molecules 2025 dataset.

The geometry in ORCA input format:
```
! wB97M-V def2-TZVPD RIJCOSX def2/J DEFGRID3
* xyz 1 1
C -0.661 -1.064 -0.340
C 0.111 -0.385 0.734
S 1.903 -0.097 0.160
N -0.665 -0.006 -1.517
H -1.661 -1.475 -0.058
H -0.123 -1.917 -0.803
H 0.377 -1.094 1.518
H -0.364 0.551 1.101
H 2.472 0.138 1.318
H -1.607 0.304 -1.716
H -0.303 -0.559 -2.315
H 0.000 0.752 -1.273
H -2.256 1.898 1.479
H -2.972 1.429 0.473
O -2.041 1.263 0.760
*
```

HOMO energy, eV: -13.139
Lowest unoccupied orbital energy, eV: -3.5
HOMO-LUMO gap, eV: 9.61

x) The following is a quantum chemistry calculation of a 2-piece molecular cluster, C2H10NOS overall, from the Open Molecules 2025 dataset.

The geometry in ORCA input format:
```
! wB97M-V def2-TZVPD RIJCOSX def2/J DEFGRID3
* xyz 1 1
C -1.106 0.475 0.594
C -0.202 -0.552 1.307
S -1.192 -1.485 2.506
N -0.451 1.268 -0.593
H -1.487 1.199 1.399
H -2.011 0.070 0.335
H 0.750 -0.132 1.861
H 0.284 -1.150 0.476
H -1.647 -0.489 3.367
H -0.789 0.801 -1.406
H 0.436 1.089 -0.776
H -0.825 2.142 -0.747
H 2.381 -1.552 -2.350
H 3.365 -0.905 -3.150
O 2.495 -0.781 -2.823
*
```

HOMO energy, eV: -13.184
Lowest unoccupied orbital energy, eV: -3.7
HOMO-LUMO gap, eV: 9.44

It is w) that is most stable; the runner-up trails by 0.0293 hartree.

w) The following is a quantum chemistry calculation of one molecule with the formula C3H11N2OP, from the Open Molecules 2025 dataset.

The geometry in ORCA input format:
```
! wB97M-V def2-TZVPD RIJCOSX def2/J DEFGRID3
* xyz 0 1
C -1.545 0.776 -0.691
N -0.914 -0.175 0.133
C -1.378 -1.490 -0.097
P 1.140 0.037 -0.130
C 1.561 1.636 0.481
N 1.675 -1.075 1.019
O 1.666 -0.311 -1.518
H -1.170 1.075 -1.614
H -2.594 0.555 -0.936
H -1.683 1.711 -0.187
H -1.112 -2.040 -1.073
H -1.080 -2.109 0.807
H -2.497 -1.509 -0.369
H 1.653 1.664 1.550
H 2.508 2.177 0.223
H 0.655 2.201 0.167
H 2.139 -1.837 0.549
H 0.975 -1.287 1.686
*
```

HOMO energy, eV: -8.627
Lowest unoccupied orbital energy, eV: 0.9
SMILES: CN(C)[P@@](C)(N)=O
HOMO-LUMO gap, eV: 9.51

x) The following is a quantum chemistry calculation of C3H11N2OP as an isolated structure, from the Open Molecules 2025 dataset.

The geometry in ORCA input format:
```
! wB97M-V def2-TZVPD RIJCOSX def2/J DEFGRID3
* xyz 0 1
C -1.696 0.062 -0.308
C -0.247 2.042 0.293
C 0.657 -1.416 1.216
N 0.529 -1.173 -1.648
N -0.470 0.737 -0.272
O 2.998 0.347 0.172
P 0.815 -0.280 -0.228
H -2.504 0.717 -0.735
H -1.624 -0.741 -0.981
H -2.162 -0.136 0.734
H -0.748 2.247 1.214
H 0.798 2.089 0.538
H -0.348 2.835 -0.505
H -0.337 -1.893 1.379
H 1.550 -2.178 0.995
H 0.902 -0.935 2.120
H 1.447 -1.742 -1.598
H 0.441 -0.582 -2.386
*
```

HOMO energy (spin up / spin down), eV: -8.673 / -8.673
Lowest unoccupied orbital energy (spin up / spin down), eV: 0.2 / 0.2
HOMO-LUMO gap (spin up / spin down), eV: 8.87 / 8.86

It is w) that is most stable; the runner-up trails by 0.1550 hartree.